DFT (ωB97M-V/def2-TZVPD) results for a cluster of 12 separate species, C54H72B6F24N10O2 in total in a non-equilibrium geometry.

For the energy, the calculation gives -5344.2399 Eh. For the HOMO-LUMO gap, the calculation gives 1.75 eV. Its HOMO energy is -0.422 hartree.

The geometry in ORCA input format:
```
! RIJCOSX wB97M-V def2-TZVPD def2/J DEFGRID3
* xyz 4 1
C 15.133 17.975 18.568
C 16.152 17.154 19.243
O 17.380 17.245 19.051
N 15.652 16.098 20.195
H 14.655 16.208 20.315
H 15.672 15.172 19.793
C 16.331 16.111 21.545
H 15.486 18.830 17.991
H 14.486 18.357 19.358
H 14.514 17.386 17.892
H 17.310 15.635 21.482
H 15.703 15.517 22.209
H 16.314 17.042 22.113
C 17.791 26.170 18.976
C 19.033 25.302 18.888
O 19.248 24.657 17.848
N 19.891 25.091 20.149
H 20.328 25.949 20.451
H 19.296 24.756 20.894
C 21.023 24.023 19.938
H 17.088 25.984 18.165
H 18.157 27.187 18.832
H 17.258 26.052 19.920
H 21.628 24.415 19.121
H 20.381 23.164 19.741
H 21.650 23.791 20.799
C 32.844 6.406 23.911
N 31.673 7.085 23.245
C 30.406 6.609 23.536
C 29.336 7.237 22.884
C 29.533 8.256 21.959
C 30.879 8.688 21.732
C 31.904 7.993 22.264
C 28.413 8.922 21.193
C 27.402 8.284 20.519
C 26.402 9.030 19.805
N 26.394 10.346 19.919
C 27.360 11.016 20.572
C 28.404 10.273 21.179
C 25.406 11.193 19.283
H 33.645 7.128 24.070
H 33.189 5.620 23.238
H 32.457 5.817 24.742
H 30.276 5.869 24.312
H 28.348 6.848 23.085
H 31.144 9.347 20.918
H 32.925 8.246 22.020
H 27.558 7.218 20.598
H 25.514 8.735 19.265
H 27.293 12.092 20.503
H 29.102 10.835 21.780
H 25.234 10.798 18.282
H 25.727 12.226 19.144
H 24.606 11.203 20.023
C 17.200 15.222 10.307
N 16.044 14.314 10.339
C 15.137 14.345 11.378
C 14.158 13.352 11.481
C 14.214 12.209 10.640
C 15.222 12.153 9.727
C 16.094 13.219 9.480
C 13.346 11.038 10.965
C 12.903 10.646 12.249
C 12.094 9.548 12.365
N 11.673 8.798 11.330
C 12.055 9.104 10.039
C 12.856 10.249 9.863
C 11.108 7.542 11.696
H 17.764 15.145 9.378
H 17.716 15.028 11.247
H 16.815 16.238 10.402
H 15.061 15.142 12.102
H 13.492 13.456 12.325
H 15.270 11.214 9.196
H 16.900 13.176 8.763
H 13.232 11.134 13.155
H 11.873 9.105 13.325
H 11.884 8.425 9.217
H 13.083 10.499 8.837
H 10.285 7.588 12.410
H 11.892 6.886 12.073
H 10.694 7.056 10.812
C 28.177 13.389 28.974
N 26.989 14.145 29.278
C 25.847 13.748 28.699
C 24.621 14.240 29.056
C 24.671 15.412 29.842
C 25.858 15.734 30.502
C 27.057 15.231 30.130
C 23.391 16.029 30.241
C 23.205 16.465 31.548
C 22.072 17.213 31.967
N 21.241 17.595 30.996
C 21.389 17.173 29.685
C 22.470 16.353 29.243
C 20.077 18.491 31.191
H 27.903 12.424 29.398
H 29.008 13.902 29.459
H 28.279 13.367 27.889
H 25.949 12.799 28.193
H 23.691 13.846 28.675
H 25.915 16.486 31.274
H 27.981 15.595 30.555
H 23.883 16.327 32.377
H 21.920 17.579 32.972
H 20.806 17.793 29.019
H 22.764 16.232 28.211
H 19.908 18.846 32.208
H 19.232 17.826 31.011
H 20.066 19.287 30.448
C 8.254 10.024 23.672
N 9.552 9.386 23.538
C 10.533 9.534 24.517
C 11.686 8.681 24.603
C 11.974 7.866 23.462
C 10.997 7.777 22.442
C 9.760 8.550 22.519
C 13.237 7.066 23.411
C 14.483 7.571 23.816
C 15.691 6.852 23.606
N 15.675 5.732 22.926
C 14.495 5.066 22.612
C 13.273 5.745 22.829
C 16.950 5.189 22.398
H 7.418 9.590 23.123
H 8.374 11.103 23.571
H 7.968 9.920 24.718
H 10.203 10.091 25.381
H 12.264 8.684 25.515
H 11.264 7.097 21.646
H 9.051 8.501 21.705
H 14.448 8.578 24.204
H 16.687 7.159 23.888
H 14.621 4.137 22.075
H 12.387 5.292 22.409
H 16.846 4.110 22.510
H 17.773 5.548 23.016
H 17.165 5.557 21.395
B 16.511 9.326 17.866
F 17.079 9.747 19.113
F 16.378 10.334 17.066
F 17.402 8.377 17.443
F 15.254 8.777 18.025
B 12.837 22.736 12.153
F 11.960 21.759 12.648
F 13.224 23.478 13.230
F 13.991 22.234 11.682
F 12.375 23.559 11.104
B 24.914 17.624 23.132
F 26.160 17.129 23.621
F 23.938 16.618 22.917
F 24.441 18.576 23.989
F 25.200 18.197 21.993
B 16.675 22.348 25.168
F 17.031 23.115 26.203
F 17.716 21.755 24.625
F 15.626 21.495 25.469
F 16.221 23.123 24.176
B 9.673 15.950 19.566
F 8.484 15.506 20.069
F 10.241 15.047 18.746
F 9.486 17.012 18.708
F 10.473 16.298 20.556
B 16.078 12.082 29.516
F 16.130 13.311 30.149
F 17.413 11.579 29.392
F 15.342 11.083 30.206
F 15.655 12.348 28.303
*
```